3 unconnected molecules or ions with the total composition C15H31Br2FN2O5PS2. Source: the Open Molecules 2025 dataset; level of theory: ωB97M-V/def2-TZVPD.

As for the multiplicity: 1. As for the gap between HOMO and LUMO: 9.5 eV. Its charge is +1. The value obtained for the energy is -203027.0196 eV.

Positions of all 59 atoms, in Å:
C  0.816489  0.160652  1.802212
O  -0.197644  1.079652  2.188616
C  -0.570217  1.814737  1.061005
N  -1.344425  3.004123  1.454087
C  -0.592316  3.667737  2.616679
C  0.897900  3.900979  2.382850
F  1.263639  4.193046  1.093253
P  -1.481378  4.323230  0.191369
N  -1.136613  3.963681  -1.288205
C  -2.733222  2.689190  1.925659
Br  -3.297624  3.168076  3.704616
C  -3.670926  2.102058  1.163461
C  -5.072994  1.823988  1.662640
Br  -3.395767  1.544755  -0.640818
H  0.385096  -0.707577  1.307926
H  1.578788  0.598785  1.145002
H  1.332768  -0.211381  2.683528
H  -1.121247  1.137578  0.410218
H  0.325071  2.093722  0.491418
H  -0.672197  3.071722  3.521406
H  -1.111732  4.604361  2.828918
H  1.457759  3.024766  2.715530
H  1.213755  4.720898  3.033202
H  -2.811745  4.798082  0.303060
H  -0.646335  5.372997  0.644987
H  -0.874907  2.983875  -1.375343
H  -5.080494  1.010767  2.388087
H  -5.535939  2.726020  2.058574
H  -5.693798  1.506567  0.824990
C  -0.877214  -1.711200  -3.904288
C  -0.125688  -0.546677  -4.564110
C  0.236103  0.451265  -3.456270
S  0.388829  -0.516911  -1.952112
O  -0.654021  -0.112119  -1.030485
O  1.769402  -0.551608  -1.532626
C  -0.065049  -2.086184  -2.668118
H  -0.985978  -2.557930  -4.579342
H  -1.877595  -1.386131  -3.608408
H  0.785375  -0.920446  -5.034791
H  -0.721210  -0.068709  -5.339923
H  1.179498  0.957211  -3.646273
H  -0.553090  1.186875  -3.302901
H  -0.618931  -2.671140  -1.936844
H  0.856523  -2.600512  -2.939190
C  3.877360  -3.985863  0.238330
C  3.031136  -5.263489  0.174607
C  1.772104  -5.021761  1.016054
S  1.468665  -3.253503  0.963192
O  1.639011  -2.717008  2.291749
O  0.276477  -2.986009  0.188590
C  2.909261  -2.833399  -0.009534
H  4.680391  -3.994793  -0.496646
H  4.328208  -3.888882  1.228518
H  2.749653  -5.462697  -0.861494
H  3.581066  -6.130806  0.535713
H  0.903932  -5.540105  0.616693
H  1.923084  -5.299578  2.057537
H  3.291793  -1.865666  0.306620
H  2.601162  -2.789311  -1.053172

Cartesian forces (eV/Å) of the 2 atoms listed first:
C 0.57 -0.97 0.19
O -0.01 1.12 0.19